Record 1
Formula: C35H42I2N6O9P2S2
Source: the Open Molecules 2025 dataset
Level of theory: ωB97M-V/def2-TZVPD

ORCA input file:
```
! RIJCOSX wB97M-V def2-TZVPD def2/J DEFGRID3
* xyz 0 1
C 9.57239 1.40970 -3.10082
C 7.94483 1.53916 -2.88903
N 7.50651 1.73778 -1.45485
C 6.14812 1.03068 -1.33245
C 4.69468 1.80280 -1.63094
C 4.73304 3.38193 -2.07104
I 3.69518 3.77431 -4.00825
C 4.27707 4.44208 -0.90751
C 3.45674 3.78897 0.35163
I 2.86794 5.85431 -1.90142
C 3.34227 0.87068 -1.48058
C 1.83434 1.50112 -1.79730
C 0.67863 1.00098 -0.74250
P -0.84725 0.17483 -1.57203
O -0.72364 0.01650 -3.14599
O -0.90818 -1.47914 -0.93347
C -2.27150 -2.02539 -1.03526
C -2.72261 -2.44399 -2.57061
O -2.27152 1.06480 -1.09473
C -2.55948 2.18297 -2.00751
C -1.59446 3.49502 -1.63556
C 3.48264 -0.73236 -1.03719
N 2.41939 -1.78685 -0.82456
S 3.11055 -3.35162 -0.35281
N 4.83535 -2.98746 -0.34890
C 4.88511 -1.52547 -0.73314
C 6.23765 -0.58171 -0.92252
P 7.92303 -1.50661 -0.62794
S 8.77945 -0.94361 1.02565
H 9.84365 0.76586 -4.06791
H 10.12627 0.89422 -2.20066
H 9.98176 2.49127 -3.32002
H 7.43258 0.53914 -3.27685
H 7.49908 2.43105 -3.53760
H 8.19253 1.36832 -0.76107
H 5.87641 3.62842 -2.31115
H 5.15213 5.08615 -0.45325
H 3.43531 4.62532 1.20329
H 2.30690 3.58883 0.10619
H 3.97640 2.85532 0.85000
H 1.60358 1.17502 -2.92226
H 1.83070 2.68659 -1.82027
H 1.14626 0.33342 0.10189
H 0.27631 1.98093 -0.19192
H -2.28306 -3.04504 -0.41411
H -3.10052 -1.35222 -0.54706
H -3.30091 -3.47091 -2.54302
H -3.39624 -1.56508 -3.00538
H -1.79311 -2.52340 -3.28930
H -3.69064 2.49758 -1.79414
H -2.52140 1.90834 -3.15059
H -2.15920 4.49140 -1.95227
H -1.43520 3.45621 -0.47362
H -0.56009 3.35734 -2.17556
H 8.79398 -1.18700 -1.76345
H 7.68518 -2.95667 -0.62336
C -7.32972 -2.69951 3.05916
C -5.94664 -2.66170 2.87530
C -5.39930 -2.94307 1.62205
C -6.25050 -3.25810 0.55387
C -7.63888 -3.30431 0.73753
C -8.17441 -3.02381 1.99618
N -5.68282 -3.52990 -0.77215
O -4.44878 -3.49780 -0.88971
O -6.46968 -3.77168 -1.69866
H -7.75217 -2.47386 4.03682
H -5.29475 -2.40960 3.70899
H -4.31945 -2.90933 1.49505
H -8.31078 -3.55220 -0.08152
H -9.25109 -3.05409 2.14813
C -13.93262 -6.30054 1.87789
C -12.95762 -7.25768 2.16320
C -11.65296 -7.08859 1.69560
C -11.33315 -5.94973 0.94361
C -12.31182 -4.99110 0.64919
C -13.61382 -5.17254 1.11988
N -9.95748 -5.75360 0.47083
O -9.12479 -6.63347 0.73571
O -9.70652 -4.71804 -0.16218
H -14.94719 -6.43395 2.24944
H -13.21415 -8.13489 2.75333
H -10.90458 -7.84354 1.92656
H -12.07859 -4.10503 0.06247
H -14.37994 -4.43253 0.89922
C 9.01362 6.23198 3.44839
C 8.83412 5.09678 2.65640
C 7.62246 4.40390 2.69082
C 6.59097 4.86140 3.52238
C 6.77117 5.99628 4.32428
C 7.98835 6.67927 4.28347
N 5.30604 4.15220 3.54392
O 5.19226 3.14151 2.83452
O 4.40762 4.60675 4.26660
H 9.95818 6.77219 3.41393
H 9.63842 4.75349 2.00924
H 7.49829 3.52104 2.06753
H 5.98085 6.35944 4.97793
H 8.13696 7.56309 4.89993
*
```

Summary:
**Relative energy (zero: lowest compared OMol25 entry of this formula, charge and spin)**: 1672.1 kJ/mol

***

Record 2
Formula: C35H42N3ORhSi3
Source: the Open Molecules 2025 dataset
Level of theory: ωB97M-V/def2-TZVPD

ORCA input file:
```
! RIJCOSX wB97M-V def2-TZVPD def2/J DEFGRID3
* xyz 0 5
Rh -0.00499 -0.21956 0.74700
C 2.80350 -1.53895 2.36655
Si 1.53231 -0.13649 2.55202
C 0.88293 -0.33440 4.31648
C 2.48801 1.49895 2.56862
C 3.66769 1.72951 3.28043
C 4.26309 2.97918 3.28002
C 3.67477 4.02706 2.57823
C 2.49949 3.81244 1.87921
C 1.90020 2.55020 1.85982
Si 0.29567 2.12904 0.95128
C -1.06595 3.21375 1.67122
C 0.43271 2.73190 -0.84191
H 3.34646 -1.67369 3.30464
H 3.53502 -1.33612 1.58552
H 2.31852 -2.48697 2.13054
H 1.74396 -0.31572 4.98828
H 0.35155 -1.27153 4.47818
H 0.22194 0.48645 4.60019
H 4.13315 0.92327 3.83604
H 5.18252 3.14427 3.82765
H 4.13622 5.00556 2.58222
H 2.05033 4.63788 1.33842
H -0.91101 4.23954 1.32809
H -1.05009 3.21925 2.76261
H -2.05129 2.89619 1.33887
H 0.77033 3.77129 -0.83211
H -0.55123 2.70788 -1.31545
H 1.12196 2.16145 -1.46097
C -3.62269 1.39644 2.95202
Si -3.09288 -0.09686 1.93530
C -2.22461 -1.19994 3.18983
C -4.64700 -0.97129 1.33567
N -2.06347 0.14239 0.55442
C -2.58076 0.64558 -0.63043
C -3.58414 1.62626 -0.65406
C -4.11057 2.14290 -1.82603
C -3.65095 1.69187 -3.05131
C -2.66462 0.71612 -3.08282
C -2.14485 0.21363 -1.90570
O -1.20606 -0.81632 -1.92284
C -0.40762 -1.03509 -3.01390
C 0.26900 -0.03744 -3.65265
C 1.08859 -0.32039 -4.75302
C 1.17159 -1.64891 -5.24111
C 0.52037 -2.66558 -4.63259
C -0.26176 -2.48568 -3.36697
H -4.28615 1.04100 3.74405
H -4.15801 2.16683 2.39979
H -2.76396 1.86805 3.43305
H -2.96681 -1.81797 3.69861
H -1.72686 -0.59399 3.94901
H -1.46574 -1.86224 2.77698
H -5.21123 -1.34228 2.19386
H -4.40022 -1.82297 0.69960
H -5.30348 -0.31598 0.76416
H -3.94578 2.00688 0.29010
H -4.87689 2.90475 -1.77498
H -4.05164 2.08220 -3.97620
H -2.30411 0.33890 -4.02839
H 0.13898 0.97832 -3.30813
H 1.62743 0.47630 -5.24416
H 1.75797 -1.84908 -6.12844
H 0.58168 -3.67069 -5.03003
H -1.27568 -2.89358 -3.48185
C -1.17633 -4.27043 -0.53138
C -0.54154 -4.41297 -1.71085
C 0.40524 -3.36500 -2.18596
C 0.84825 -2.47623 -1.06446
N 0.14630 -2.32506 0.03982
C -0.87014 -3.16402 0.29881
C 1.99808 -1.58322 -1.26219
C 3.06276 -1.94506 -2.08527
C 4.13071 -1.07605 -2.21938
C 4.10211 0.12933 -1.54027
C 2.99901 0.42163 -0.75194
N 1.96958 -0.40536 -0.61295
H -1.92060 -4.97997 -0.19789
H -0.74944 -5.24892 -2.36472
H 1.27665 -3.83814 -2.64548
H -1.43857 -2.96725 1.19257
H 3.06186 -2.89078 -2.60419
H 4.97136 -1.34002 -2.84692
H 4.91090 0.84112 -1.61289
H 2.93900 1.35264 -0.20700
*
```

***

Record 3
Formula: C35H42N6O6Pd
Source: the Open Molecules 2025 dataset
Level of theory: ωB97M-V/def2-TZVPD

ORCA input file:
```
! RIJCOSX wB97M-V def2-TZVPD def2/J DEFGRID3
* xyz 0 5
Pd 0.90260 0.79677 -0.53378
C -1.46017 4.18195 1.84399
C -1.31055 3.72659 0.41911
O -0.29477 3.17739 0.02184
C -2.44919 3.96005 -0.49414
C -2.45433 3.51440 -1.77461
C -3.57548 3.73713 -2.74542
N -1.39800 2.80338 -2.23604
N -1.15842 2.33512 -3.36364
C 0.00825 1.59691 -3.62578
O 0.82474 1.32152 -2.76874
C 0.13910 1.11357 -5.01840
C -0.76692 1.44792 -6.01836
C -0.59643 0.94207 -7.29575
C 0.47105 0.09636 -7.56900
C 1.37179 -0.24277 -6.56690
C 1.21028 0.26478 -5.28930
H -0.73033 3.67889 2.47506
H -2.46667 3.98021 2.21024
H -1.29763 5.26109 1.89363
H -3.31406 4.49893 -0.13492
H -4.34290 4.36039 -2.29479
H -4.01196 2.78629 -3.05139
H -3.19321 4.22539 -3.64240
H -1.59726 2.10685 -5.79633
H -1.29480 1.20428 -8.07769
H 0.59879 -0.30264 -8.56547
H 2.20119 -0.90140 -6.78168
H 1.89404 0.01127 -4.48923
O 0.27725 -6.34480 2.25253
C -0.72576 -5.39594 2.53811
N -0.78653 -4.33544 1.56501
C -1.13659 -4.65937 0.30063
O -1.47226 -5.79587 -0.01214
C -1.09595 -3.56863 -0.72456
C -1.03172 -3.92858 -2.06530
C -0.98868 -2.93064 -3.02119
C -1.03726 -1.61022 -2.59595
N -1.10723 -1.24803 -1.31811
C -1.12149 -2.21899 -0.40703
H -0.01549 -6.80089 1.45110
H -0.48383 -4.95398 3.50244
H -1.70161 -5.88748 2.58123
H -0.23631 -3.49575 1.75082
H -1.01756 -4.97858 -2.32519
H -0.92529 -3.15807 -4.07518
H -1.01548 -0.80682 -3.32739
H -1.14543 -1.89478 0.62869
C -3.49892 0.25389 1.58521
C -2.23187 0.43793 2.37892
C -2.22974 0.32219 3.76978
C -1.05725 0.48736 4.50567
C -1.05930 0.31030 6.00107
C 0.12058 0.79447 3.85197
C 0.17223 0.92105 2.43876
C -1.04509 0.71524 1.73837
N 1.22879 1.20759 1.65312
C 2.54967 1.72499 2.03532
C 3.59615 0.90629 1.26814
C 2.58037 3.16867 1.51251
C 2.96889 1.73928 3.50839
H -4.35417 0.09527 2.24004
H -3.42312 -0.60228 0.91431
H -3.70199 1.12801 0.96504
H -3.15244 0.08258 4.28556
H -2.06124 0.10309 6.37213
H -0.69085 1.20574 6.50393
H -0.41515 -0.51998 6.29288
H 1.00715 0.88264 4.45124
H -1.03314 0.78828 0.64904
H 3.36658 0.86123 0.19861
H 3.65609 -0.11261 1.65354
H 4.57004 1.37995 1.39766
H 2.36733 3.19910 0.44382
H 3.57309 3.58281 1.69341
H 1.84638 3.79064 2.02516
H 2.97300 0.73963 3.94190
H 2.35472 2.40285 4.11602
H 3.99014 2.11846 3.55048
O 1.05360 -2.14204 2.21892
C 1.84190 -2.08534 1.27361
C 3.09015 -2.95277 1.18746
C 3.66699 -2.60585 -0.17946
C 2.74331 -1.50086 -0.66933
O 2.90331 -0.84906 -1.68930
N 1.70318 -1.28952 0.19595
H 2.80658 -3.99756 1.31527
H 3.75139 -2.69587 2.01671
H 3.64187 -3.43625 -0.88507
H 4.68920 -2.22933 -0.15542
*
```

Summary:
**Relative energy (zero: lowest compared OMol25 entry of this formula, charge and spin)**: 227.9 kJ/mol

***

Record 4
Formula: C35H43AlN5S2Sb
Source: the Open Molecules 2025 dataset
Level of theory: ωB97M-V/def2-TZVPD

ORCA input file:
```
! RIJCOSX wB97M-V def2-TZVPD def2/J DEFGRID3
* xyz 2 1
Al -2.72180 0.97159 -0.02018
C 2.11486 2.15078 3.05654
C 3.17976 1.25921 3.15972
C 3.98484 1.43607 2.00199
C 3.48650 2.51179 1.17575
C 2.41780 3.03511 1.92931
C 1.70769 4.29525 1.56584
C 4.34671 3.18006 0.11057
C 5.05106 0.54578 1.58711
C 3.37568 0.19986 4.19654
C 0.97571 2.42088 4.02037
H 1.99140 5.20884 2.20395
H 0.66524 4.29112 1.91008
H 1.80840 4.55670 0.57073
H 5.16921 2.54422 -0.14004
H 4.74597 4.13032 0.57920
H 3.71827 3.41774 -0.85039
H 4.97906 0.41010 0.44970
H 4.95739 -0.41203 2.09512
H 6.11247 0.89842 1.59555
H 2.66230 0.35849 4.97170
H 4.31387 0.13088 4.76166
H 3.13861 -0.83157 3.85341
H 1.16427 3.27300 4.70078
H 0.81977 1.46909 4.55024
H -0.01514 2.49916 3.53384
C 0.91501 -6.80414 -0.20879
C 0.16113 -6.24494 -1.22700
C 0.05610 -4.85215 -1.37376
C 0.60529 -4.00965 -0.36490
C 1.28872 -4.52141 0.72829
C 1.56571 -5.93705 0.71286
Sb 0.10833 -1.86354 -0.09480
C 1.35767 -1.24869 -1.88469
C 1.82347 -2.23946 -2.71353
C 2.64145 -1.91670 -3.80006
C 3.31576 -0.70554 -3.76960
C 2.88501 0.30646 -2.97815
C 1.87709 0.02443 -2.01074
C -2.14509 -1.93797 -0.11536
C -3.08468 -2.46994 -1.20897
C -4.32331 -3.19192 -0.92786
C -4.53166 -3.59595 0.37197
C -3.93994 -2.97800 1.43850
C -2.69377 -2.18109 1.30095
H 0.81134 -7.89726 -0.05206
H -0.33977 -6.86733 -1.95412
H -0.30408 -4.45949 -2.33242
H 1.50989 -3.83166 1.52809
H 2.15530 -6.27032 1.57552
H 1.49461 -3.24956 -2.65974
H 2.90128 -2.61693 -4.60145
H 4.16871 -0.57442 -4.41886
H 3.42733 1.28507 -2.96979
H 1.45864 0.90297 -1.37599
H -2.48345 -3.04857 -1.96675
H -4.99962 -3.45905 -1.76196
H -5.21705 -4.42970 0.61195
H -4.52411 -2.89344 2.34131
H -1.93533 -2.70548 1.93072
S -1.29103 2.82429 -0.16368
C -2.12875 4.30076 -0.39465
N -1.76758 5.36087 0.29658
C -2.47394 6.56099 -0.22204
C -3.00069 6.11017 -1.57787
N -2.84963 4.67153 -1.46055
H -1.33583 5.28793 1.16866
H -1.82761 7.44129 -0.33958
H -3.28130 6.87587 0.45304
H -2.45759 6.47379 -2.48342
H -4.10215 6.39704 -1.64851
H -2.90837 4.06370 -2.24939
C -1.64781 -1.64977 -3.79186
C -2.75247 -0.74357 -3.21328
C -3.11398 -0.99924 -1.69901
N -2.06967 -0.61238 -0.71045
N -2.71320 0.42114 1.72645
C -2.91091 -0.77077 2.06642
N -3.58437 -1.07657 3.28131
S -4.48376 0.20290 -1.18893
H -1.23596 -1.26484 -4.67574
H -1.94118 -2.70964 -3.91560
H -0.84790 -1.71966 -3.09294
H -3.69925 -0.87541 -3.80450
H -2.50140 0.29937 -3.37505
H -3.72438 -0.33359 3.92410
H -3.50516 -2.00461 3.75263
*
```

Summary:
**Relative energy (zero: lowest compared OMol25 entry of this formula, charge and spin)**: 456.8 kJ/mol

***

Record 5
Formula: C35H43AsBrO8Ti
Source: the Open Molecules 2025 dataset
Level of theory: ωB97M-V/def2-TZVPD

ORCA input file:
```
! RIJCOSX wB97M-V def2-TZVPD def2/J DEFGRID3
* xyz 2 2
Ti 0.22474 -0.11419 0.35695
C 2.46818 1.41400 2.63930
O 2.04657 1.31972 1.27727
C 2.96656 1.95105 0.39652
C 2.47039 1.66919 -1.00895
O 1.93584 0.34720 -1.05942
C 2.88545 -0.71739 -1.26062
C 3.17467 -1.36225 0.07694
O 1.93055 -1.72651 0.67567
C 1.59237 -3.10360 0.45109
H 2.40677 2.44797 2.98571
H 3.49972 1.06405 2.73557
H 1.80311 0.78877 3.22226
H 3.97115 1.54585 0.56222
H 3.01073 3.02894 0.58407
H 3.26055 1.78603 -1.75189
H 1.64680 2.32398 -1.28490
H 3.78588 -0.32487 -1.73535
H 2.40460 -1.42213 -1.93793
H 3.66545 -0.67027 0.76047
H 3.81231 -2.24091 -0.03976
H 1.55521 -3.32995 -0.61431
H 0.61222 -3.27126 0.89129
H 2.32429 -3.73730 0.95362
C -0.75984 0.88912 -2.79950
O -0.57930 1.27531 -1.42903
C -1.25495 2.48990 -1.11713
C -0.79623 2.85723 0.27315
O -0.89890 1.70594 1.11205
C -2.22472 1.51494 1.63658
H -1.80396 0.62231 -2.97871
H -0.11879 0.03460 -2.98191
H -0.47744 1.71710 -3.45207
H -2.33738 2.33706 -1.17096
H -0.98344 3.27066 -1.83405
H -1.37645 3.68109 0.69177
H 0.25703 3.13699 0.28072
H -2.56136 2.44054 2.10477
H -2.16000 0.72623 2.37896
H -2.91723 1.21015 0.85209
O 0.08594 -0.50204 2.27014
As -0.34905 -1.32796 3.70243
C 0.58793 -2.98810 3.71371
C -0.10470 -4.18971 3.61992
C 0.59945 -5.38594 3.58209
C 1.98438 -5.37512 3.64342
C 2.67668 -4.17199 3.73778
C 1.98130 -2.97540 3.76976
C 0.26037 -0.23567 5.14286
C 0.84217 -0.81459 6.26638
C 1.22508 -0.00839 7.33072
C 1.02000 1.36146 7.27050
C 0.43081 1.93661 6.15045
C 0.04568 1.14058 5.08611
C -2.21766 -1.62832 3.90980
C -3.09767 -1.80419 2.84885
C -4.42667 -2.09510 3.11700
C -4.86932 -2.22223 4.42647
C -3.98506 -2.05293 5.48249
C -2.65618 -1.75108 5.22857
H -1.18862 -4.19972 3.58557
H 0.06552 -6.32377 3.51525
H 2.53188 -6.30795 3.62541
H 3.75701 -4.17097 3.79401
H 2.52318 -2.03853 3.83954
H 0.99846 -1.88468 6.32519
H 1.67971 -0.45299 8.20512
H 1.31523 1.98754 8.10163
H 0.26841 3.00527 6.11506
H -0.40602 1.58963 4.20828
H -2.75091 -1.71148 1.82911
H -5.12299 -2.22608 2.29955
H -5.90693 -2.45374 4.62489
H -4.32832 -2.14882 6.50317
H -1.98206 -1.60313 6.06472
Br -4.83793 -5.42527 -4.08931
C -3.73106 -4.27207 -3.10131
C -2.39547 -4.13193 -3.46268
C -1.58359 -3.28168 -2.73676
C -2.10559 -2.57757 -1.65198
C -3.44712 -2.72426 -1.30055
C -4.26352 -3.57126 -2.02417
C -1.24414 -1.67288 -0.88422
O -1.66540 -1.02956 0.12753
O -0.02405 -1.47400 -1.20419
H -2.00795 -4.68649 -4.30508
H -0.54358 -3.16150 -3.00725
H -3.84836 -2.16267 -0.46788
H -5.30615 -3.69291 -1.76825
*
```

***

Number 1: calculated total energy -4438.239836 hartree. Number 2: calculated total energy -2577.422819 hartree. Number 3: calculated total energy -2266.691579 hartree. Number 4: calculated total energy -2911.582635 hartree. Number 5: calculated total energy -7620.283215 hartree.